[1]
{"formula": "C7H10BN2O6", "method": "wB97M-V/def2-TZVPD", "total_charge": 1, "e_above_lowest_kcal_mol": 0.00, "e_homo_ha": -0.5444, "e_tot_ev": -23355.947, "molar_mass_da": 229.0, "max_force_ev_per_a": 4.261, "species": ["O", "B", "O", "O", "N", "C", "C", "C", "C", "N", "H", "H", "H", "H", "H", "H", "C", "C", "O", "C", "O", "O", "H", "H", "H", "H"], "xyz": [[1.953, -0.003, 3.222], [1.936, 0.172, 1.824], [2.706, 1.107, 1.186], [0.985, -0.708, 1.091], [-0.223, -0.150, 1.364], [-0.635, 0.956, 0.695], [-1.871, 1.676, 0.853], [-2.725, 1.106, 1.917], [-2.105, -0.053, 2.554], [-0.956, -0.672, 2.309], [1.168, 0.493, 3.528], [2.372, 1.218, 0.269], [0.073, 1.363, -0.086], [-2.163, 2.579, 0.284], [-3.699, 1.547, 2.195], [-2.696, -0.499, 3.390], [0.731, -1.858, -2.188], [0.198, -1.347, -3.496], [0.037, 0.050, -3.238], [0.879, 0.372, -2.234], [1.115, 1.493, -1.879], [1.423, -0.720, -1.668], [1.407, -2.702, -2.309], [-0.064, -2.138, -1.492], [0.903, -1.477, -4.319], [-0.751, -1.804, -3.770]], "nbo_charge": [-0.888, 1.282, -0.846, -0.469, 0.174, 0.005, -0.161, -0.116, 0.010, -0.137, 0.494, 0.519, 0.291, 0.287, 0.278, 0.251, -0.103, -0.106, -0.466, 0.976, -0.623, -0.484, 0.226, 0.183, 0.205, 0.219]}

[2]
{"formula": "C8H8N3NiO3S4", "method": "wB97M-V/def2-TZVPD", "total_charge": -1, "e_above_lowest_kcal_mol": 0.00, "e_homo_ha": [-0.1763, -0.1799], "s_squared": 2.020, "e_tot_ev": -103424.726, "molar_mass_da": 381.1, "spin_multiplicity": 3, "max_force_ev_per_a": 2.277, "species": ["Ni", "C", "S", "C", "S", "N", "N", "C", "C", "C", "C", "C", "C", "N", "H", "H", "H", "H", "H", "H", "H", "H", "O", "S", "O", "O", "S"], "xyz": [[-0.262, -0.299, 0.273], [-4.334, 2.786, -1.340], [-3.571, 3.039, 0.292], [-2.134, 2.038, 0.161], [-2.043, 0.697, -0.915], [-1.131, 2.430, 0.893], [-0.105, 1.586, 0.924], [1.106, 2.046, 1.112], [2.174, 1.137, 0.863], [3.527, 1.478, 1.002], [4.491, 0.588, 0.586], [4.096, -0.653, 0.093], [2.742, -0.949, 0.021], [1.802, -0.075, 0.358], [-5.281, 3.318, -1.337], [-4.483, 1.725, -1.505], [-3.668, 3.199, -2.091], [1.282, 3.096, 1.325], [3.788, 2.446, 1.404], [5.540, 0.847, 0.645], [4.822, -1.369, -0.262], [2.408, -1.926, -0.324], [-0.515, -4.219, -1.433], [0.122, -4.067, -0.142], [-0.222, -5.065, 0.846], [1.538, -3.714, -0.188], [-0.750, -2.287, 0.682]], "mulliken_spin": [1.462, 0.005, 0.007, 0.020, 0.059, -0.017, 0.015, 0.052, -0.021, 0.012, -0.007, 0.010, -0.011, 0.055, 0.000, -0.002, -0.002, 0.001, 0.001, -0.001, 0.000, 0.004, 0.010, -0.007, -0.001, 0.008, 0.347]}

[3]
{"formula": "C40H43BF3N11O6P", "method": "wB97M-V/def2-TZVPD", "total_charge": 1, "e_homo_ha": -0.4102, "e_tot_ev": -88963.918, "molar_mass_da": 872.6, "max_force_ev_per_a": 5.395, "species": ["N", "P", "O", "O", "N", "C", "C", "B", "O", "O", "N", "C", "C", "F", "F", "F", "C", "O", "N", "O", "H", "H", "H", "H", "H", "H", "H", "H", "N", "C", "C", "C", "C", "C", "H", "H", "H", "H", "H", "N", "C", "C", "C", "C", "C", "H", "H", "H", "H", "H", "N", "C", "C", "C", "C", "C", "H", "H", "H", "H", "H", "N", "C", "C", "C", "C", "C", "H", "H", "H", "H", "H", "N", "C", "C", "C", "C", "C", "H", "H", "H", "H", "H", "N", "C", "C", "C", "C", "C", "H", "H", "H", "H", "H", "N", "C", "C", "C", "C", "C", "H", "H", "H", "H", "H"], "xyz": [[2.615, -3.970, 1.163], [1.451, -3.409, 0.277], [0.030, -4.041, 0.890], [1.719, -3.901, -1.320], [1.382, -1.653, 0.225], [2.321, -0.786, 0.732], [3.662, -1.026, 1.466], [4.801, -1.138, 0.293], [5.872, -2.027, 0.336], [4.654, -0.301, -0.860], [1.875, 0.489, 0.429], [0.653, 0.402, -0.267], [-0.283, 1.496, -0.850], [-0.030, 2.689, -0.224], [-1.601, 1.178, -0.603], [-0.118, 1.570, -2.207], [0.295, -0.984, -0.414], [-0.791, -1.599, -1.023], [-1.804, -1.940, -0.103], [-1.739, -1.295, 0.870], [3.218, -4.521, 0.534], [-0.279, -4.730, 0.228], [2.171, -3.133, -1.724], [3.672, -1.925, 2.132], [3.891, -0.099, 2.092], [5.961, -2.511, -0.506], [4.920, 0.608, -0.628], [2.355, 1.365, 0.640], [2.999, 5.060, -1.495], [2.285, 3.998, -1.878], [1.546, 3.943, -3.047], [1.541, 5.057, -3.872], [2.272, 6.173, -3.497], [2.981, 6.123, -2.307], [2.317, 3.151, -1.199], [0.991, 3.055, -3.306], [0.974, 5.056, -4.795], [2.292, 7.062, -4.113], [3.571, 6.969, -1.972], [-0.472, 8.957, 1.844], [0.058, 7.790, 1.464], [1.089, 7.672, 0.546], [1.600, 8.831, -0.017], [1.067, 10.053, 0.359], [0.039, 10.061, 1.289], [-0.377, 6.911, 1.930], [1.481, 6.698, 0.278], [2.406, 8.782, -0.740], [1.440, 10.979, -0.060], [-0.409, 10.993, 1.617], [3.576, 1.193, 4.098], [2.381, 0.605, 4.235], [1.641, 0.614, 5.403], [2.169, 1.270, 6.504], [3.406, 1.887, 6.392], [4.064, 1.822, 5.175], [2.013, 0.102, 3.346], [0.678, 0.121, 5.451], [1.622, 1.300, 7.439], [3.849, 2.408, 7.230], [5.031, 2.292, 5.038], [-0.555, -2.579, 4.533], [-0.948, -3.437, 5.480], [-2.205, -4.020, 5.519], [-3.111, -3.693, 4.522], [-2.727, -2.804, 3.529], [-1.446, -2.281, 3.580], [-0.207, -3.659, 6.240], [-2.469, -4.711, 6.309], [-4.104, -4.127, 4.517], [-3.407, -2.525, 2.734], [-1.098, -1.586, 2.827], [-0.926, -6.040, -1.484], [-0.237, -6.159, -2.628], [-0.823, -6.402, -3.859], [-2.202, -6.533, -3.915], [-2.938, -6.416, -2.748], [-2.258, -6.169, -1.567], [0.837, -6.051, -2.534], [-0.216, -6.486, -4.750], [-2.698, -6.725, -4.860], [-4.015, -6.513, -2.754], [-2.792, -6.066, -0.628], [-3.983, -6.107, -7.083], [-2.979, -6.361, -7.932], [-2.775, -5.669, -9.115], [-3.661, -4.656, -9.444], [-4.710, -4.374, -8.583], [-4.824, -5.123, -7.422], [-2.313, -7.164, -7.634], [-1.943, -5.917, -9.762], [-3.536, -4.092, -10.361], [-5.422, -3.591, -8.806], [-5.627, -4.937, -6.716], [-3.982, 2.919, 4.329], [-3.444, 1.747, 3.973], [-2.411, 1.619, 3.058], [-1.908, 2.771, 2.474], [-2.449, 3.997, 2.824], [-3.478, 4.016, 3.753], [-3.874, 0.875, 4.455], [-2.013, 0.644, 2.809], [-1.102, 2.714, 1.754], [-2.082, 4.917, 2.388], [-3.932, 4.951, 4.063]], "mulliken_charge": [-0.742, 0.684, -0.255, -0.454, 0.782, -0.412, -0.416, 0.566, -0.521, -0.554, 0.671, -0.131, 0.705, -0.193, -0.232, -0.240, -0.122, -0.367, 0.201, -0.072, 0.210, 0.267, 0.315, 0.289, 0.163, 0.323, 0.285, 0.409, -0.535, -0.186, -0.238, -0.497, -0.281, -0.494, 0.359, 0.482, 0.396, 0.399, 0.570, -0.525, -0.323, -0.105, -0.100, -0.483, -0.208, 0.392, 0.334, 0.272, 0.374, 0.367, -0.300, 0.234, -0.716, -0.350, -0.401, -0.407, 0.290, 0.381, 0.416, 0.384, 0.382, -0.359, -0.445, -0.324, -0.517, -0.694, 0.373, 0.403, 0.411, 0.419, 0.464, 0.308, -0.397, -0.305, -0.621, 0.176, -0.690, -0.175, 0.434, 0.366, 0.351, 0.389, 0.411, -0.455, -0.063, -0.515, -0.133, -0.430, -0.209, 0.394, 0.349, 0.367, 0.351, 0.357, -0.537, -0.400, -0.002, -0.225, -0.487, -0.367, 0.420, 0.346, 0.414, 0.440, 0.369]}

[4]
{"formula": "C6H29NO9", "method": "wB97M-V/def2-TZVPD", "smiles": "C=C/C(C)=C(\\C)N.O.O.O.O.O.O.O.O.O", "e_above_lowest_kcal_mol": 90.68, "e_homo_ha": -0.3045, "e_tot_ev": -26608.851, "molar_mass_da": 259.3, "max_force_ev_per_a": 1.745, "species": ["C", "C", "C", "C", "C", "C", "N", "H", "H", "H", "H", "H", "H", "H", "H", "H", "H", "H", "O", "H", "H", "O", "H", "H", "O", "H", "H", "O", "H", "H", "O", "H", "H", "O", "H", "H", "O", "H", "H", "O", "H", "H", "O", "H", "H"], "xyz": [[-3.439, 0.572, -1.488], [-2.921, 0.808, -0.294], [-1.481, 0.455, -0.004], [-0.473, 1.100, -0.933], [-1.090, -0.256, 1.063], [-2.045, -0.710, 2.117], [0.273, -0.699, 1.081], [-4.419, 0.926, -1.785], [-2.805, 0.208, -2.279], [-3.323, 1.408, 0.517], [0.121, 1.825, -0.357], [0.396, 0.563, -1.356], [-0.977, 1.464, -1.821], [-2.922, -0.068, 2.094], [-2.355, -1.738, 1.884], [-1.646, -0.789, 3.129], [0.910, 0.087, 1.186], [0.400, -1.325, 1.865], [2.300, 2.593, 2.957], [1.354, 2.711, 3.136], [2.299, 2.839, 2.016], [3.549, 2.814, -0.415], [2.920, 2.835, -1.144], [3.655, 3.709, -0.082], [3.491, -0.121, -1.975], [3.133, -0.875, -2.464], [3.108, -0.257, -1.086], [3.137, 0.345, 0.679], [3.512, 1.137, 0.250], [3.839, -0.296, 0.829], [-0.453, 4.279, 0.976], [0.352, 4.673, 0.635], [-0.527, 3.368, 0.675], [0.433, -3.798, 1.489], [-0.118, -4.506, 1.136], [0.657, -3.302, 0.672], [-3.054, -1.909, -2.939], [-3.418, -2.746, -2.631], [-2.106, -2.061, -2.864], [-1.583, -3.074, -0.894], [-2.255, -3.044, -0.205], [-0.966, -2.374, -0.634], [1.577, -2.593, -0.684], [1.400, -2.521, -1.634], [1.559, -1.656, -0.417]], "nbo_charge": [-0.356, -0.232, -0.116, -0.652, 0.185, -0.657, -0.884, 0.202, 0.206, 0.205, 0.184, 0.216, 0.233, 0.230, 0.215, 0.227, 0.399, 0.391, -0.926, 0.468, 0.459, -0.960, 0.492, 0.489, -0.961, 0.461, 0.477, -0.986, 0.509, 0.487, -0.943, 0.468, 0.476, -0.979, 0.467, 0.492, -0.944, 0.473, 0.475, -0.960, 0.475, 0.485, -0.955, 0.472, 0.495]}